Arrangement one

An isolated ion of composition C7H7N2O and charge +1, computed with ωB97M-V/def2-TZVPD.

Summary:
Charge ... +1
Multiplicity ... 1
LUMO level ... -4.808 eV
Kohn-Sham gap ... 9.069 eV

Last columns: bonded neighbours and bond lengths (Å).
Geometry (Å):
1 C -1.92 0.79 -0.48  N2 1.433, H11 1.096, H12 1.080, H13 1.068
2 N -0.51 0.56 -0.57  C1 1.433, C3 1.312, C10 1.344
3 C 0.30 1.38 -1.21  N2 1.312, O4 1.298, H14 1.127
4 O 1.57 1.18 -1.10  C3 1.298, C5 1.367
5 C 1.86 0.10 -0.31  O4 1.367, C6 1.396, C10 1.783
6 C 2.85 -0.54 0.44  C5 1.396, C7 1.436, H15 1.159
7 C 2.43 -1.57 1.35  C6 1.436, N8 1.298, H16 1.073
8 N 1.21 -1.96 1.57  C7 1.298, C9 1.340
9 C 0.12 -1.41 1.01  N8 1.340, C10 1.383, H17 1.027
10 C 0.19 -0.39 0.08  N2 1.344, C5 1.783, C9 1.383
11 H -2.21 0.66 0.57  C1 1.096
12 H -1.93 1.80 -0.86  C1 1.080
13 H -2.58 0.15 -1.03  C1 1.068
14 H -0.02 2.33 -1.73  C3 1.127
15 H 3.96 -0.31 0.21  C6 1.159
16 H 3.17 -1.91 2.05  C7 1.073
17 H -0.80 -1.61 1.44  C9 1.027

---

Arrangement two

An isolated ion of composition C7H7N2O and charge +1, computed with ωB97M-V/def2-TZVPD.

Summary:
Charge ... +1
Multiplicity ... 1
LUMO level ... -5.138 eV
Kohn-Sham gap ... 8.229 eV

Last columns: bonded neighbours and bond lengths (Å).
Geometry (Å):
1 N -2.61 -0.17 0.96  C2 1.263, H11 1.093, H12 0.996
2 C -1.78 -0.14 0.01  N1 1.263, N3 1.281, C4 1.452
3 N -1.80 -0.10 -1.27  C2 1.281, C4 1.641, H13 1.018
4 C -0.40 -0.20 -0.43  C2 1.452, N3 1.641, C5 1.446, C9 1.627
5 C 0.55 -1.29 -0.53  C4 1.446, C6 1.365, H14 1.048
6 C 1.86 -1.11 -0.21  C5 1.365, C7 1.510, H15 1.117
7 C 2.48 0.21 0.20  C6 1.510, C8 1.369, H16 1.037
8 C 1.63 1.27 0.35  C7 1.369, C9 1.449, H17 1.039
9 C 0.21 1.24 0.02  C4 1.627, C8 1.449, O10 1.205
10 O -0.49 2.19 0.24  C9 1.205
11 H -2.09 -0.35 1.91  N1 1.093
12 H -3.57 0.02 0.81  N1 0.996
13 H -2.38 0.10 -2.09  N3 1.018
14 H 0.29 -2.28 -0.74  C5 1.048
15 H 2.59 -1.94 -0.34  C6 1.117
16 H 3.47 0.38 0.44  C7 1.037
17 H 2.04 2.17 0.66  C8 1.039

---

Stability ranking, top entry: arrangement one; the second entry is 7.3 kJ/mol less favorable.